Below is 3 unconnected molecules or ions with the total composition C39H69BrN7O6S in a non-equilibrium geometry, with properties calculated with wB97M-V/def2-TZVPD.

Summary:
LUMO energy (spin up / spin down)	-4.22 / -4.22	eV
HOMO level (spin up / spin down)	-10.3 / -10.7	eV
calculated total energy	-5333.61220	hartree
orbital gap (spin up / spin down)	6.054 / 6.498	eV

```
! RIJCOSX wB97M-V def2-TZVPD def2/J DEFGRID3
* xyz 1 3
C 6.389 -2.953 2.746
C 6.434 -2.776 1.150
C 5.064 -2.213 0.516
C 4.251 -3.327 -0.339
C 2.655 -3.112 -0.300
C 2.003 -2.611 -1.691
C 1.066 -1.331 -1.332
C 1.662 0.104 -1.314
Br 3.569 0.344 -1.724
C 0.755 1.327 -0.981
C 1.449 2.784 -0.940
O 1.824 3.187 0.177
O 1.603 3.429 -2.178
C 2.022 4.812 -2.047
C 3.617 5.036 -2.273
S 4.675 3.688 -1.573
C 5.652 4.282 -0.139
N 7.024 3.898 -0.006
N 7.594 4.404 1.124
C 6.499 5.140 1.714
O 5.288 5.089 0.976
C -0.745 1.069 -0.711
C -1.743 2.282 -0.409
N -1.579 2.894 0.936
C -1.256 -0.416 -0.742
C -2.791 -0.797 -0.429
C -2.940 -0.653 1.193
C -4.461 -0.461 1.669
C -4.911 1.094 1.623
N -4.595 1.850 2.873
N -0.354 -1.524 -1.035
O -0.767 -2.819 -1.058
H 6.572 -1.957 3.290
H 7.230 -3.674 3.061
H 5.405 -3.397 3.115
H 6.671 -3.820 0.717
H 7.306 -2.082 0.875
H 4.414 -1.810 1.379
H 5.344 -1.326 -0.143
H 4.676 -3.367 -1.399
H 4.525 -4.339 0.149
H 2.085 -4.066 0.004
H 2.458 -2.290 0.485
H 2.805 -2.340 -2.465
H 1.373 -3.442 -2.182
H 1.525 5.379 -2.925
H 1.671 5.341 -1.103
H 3.773 5.013 -3.417
H 3.886 6.092 -1.943
H 6.712 5.658 2.705
H -2.802 1.921 -0.642
H -1.496 3.102 -1.185
H -1.457 2.158 1.649
H -0.754 3.509 0.885
H -3.037 -1.885 -0.661
H -3.538 -0.092 -0.921
H -2.550 -1.610 1.714
H -2.238 0.186 1.572
H -5.115 -1.002 0.882
H -4.631 -0.895 2.721
H -4.357 1.612 0.768
H -6.031 1.139 1.361
H -5.194 1.529 3.645
H -3.594 1.776 3.094
H -0.710 -3.201 -0.146
C 5.243 -3.822 -7.489
C 6.087 -3.629 -6.206
C 7.530 -4.119 -6.454
C 7.643 -5.634 -6.496
C 7.067 -6.250 -5.227
C 5.619 -5.798 -4.938
N 5.437 -4.312 -5.043
O 5.956 -3.765 -3.902
C 4.655 -6.527 -5.907
C 5.206 -6.346 -3.545
C 6.118 -2.087 -6.052
H 5.748 -3.372 -8.350
H 5.069 -4.856 -7.767
H 4.266 -3.339 -7.394
H 8.191 -3.743 -5.660
H 7.917 -3.701 -7.387
H 7.135 -6.027 -7.384
H 8.695 -5.921 -6.598
H 7.110 -7.341 -5.308
H 7.717 -5.981 -4.386
H 3.674 -6.042 -5.931
H 4.488 -7.563 -5.597
H 5.036 -6.601 -6.925
H 5.873 -6.015 -2.745
H 5.236 -7.439 -3.532
H 4.185 -6.042 -3.291
H 5.120 -1.690 -5.846
H 6.476 -1.611 -6.970
H 6.788 -1.757 -5.253
C -10.560 2.813 6.501
C -9.046 3.135 6.520
C -8.825 4.564 7.062
C -9.208 5.643 6.061
C -8.472 5.438 4.743
C -8.668 4.023 4.155
N -8.451 2.934 5.162
O -7.107 2.800 5.328
C -10.090 3.917 3.547
C -7.740 3.877 2.919
C -8.498 2.129 7.568
H -11.006 3.016 7.480
H -11.139 3.398 5.794
H -10.734 1.757 6.274
H -7.768 4.700 7.331
H -9.389 4.710 7.987
H -10.293 5.647 5.905
H -8.959 6.628 6.470
H -8.807 6.193 4.024
H -7.405 5.628 4.910
H -10.371 2.874 3.375
H -10.147 4.424 2.579
H -10.859 4.393 4.155
H -6.687 4.045 3.158
H -7.996 4.609 2.148
H -7.838 2.882 2.472
H -8.606 1.098 7.220
H -9.049 2.215 8.511
H -7.446 2.300 7.809
*
```

***

Below is 8 unconnected molecules or ions with the total composition C39H70Cl14O6 in a non-equilibrium geometry, with properties calculated with wB97M-V/def2-TZVPD.

Summary:
SMILES string	C=CC[C@@]1(CC(=O)O)OC(=O)[C@H](CCOC=O)[C@]1(CCCCCCCC)CCC(C)C.ClCCCl.ClCCCl.ClCCCl.ClCCCl.ClCCCl.ClCCCl.ClCCCl
LUMO energy	0.40	eV
HOMO level	-9.0	eV
calculated total energy	-8422.13406	hartree
orbital gap	9.402	eV

```
! RIJCOSX wB97M-V def2-TZVPD def2/J DEFGRID3
* xyz 0 1
C 2.720 -1.277 3.861
C 2.371 -0.051 4.291
C 1.662 0.991 3.477
C 0.118 0.860 3.521
C -0.387 0.427 4.907
C -0.208 1.474 5.981
O -1.163 1.877 6.631
O 1.042 1.938 6.217
O -0.319 2.262 3.451
C -1.324 2.336 2.529
O -2.293 3.065 2.614
C -0.910 1.347 1.464
C -1.735 1.179 0.195
C -1.371 2.232 -0.828
O -1.611 3.575 -0.349
C -0.500 4.280 -0.041
O 0.293 4.723 -0.841
C -0.517 0.119 2.307
C 0.339 -0.945 1.593
C 1.324 -0.479 0.516
C 1.431 -1.567 -0.566
C 2.259 -1.140 -1.796
C 3.508 -2.017 -1.948
C 4.542 -1.740 -0.818
C 4.666 -2.920 0.145
C 5.580 -4.019 -0.430
C -1.874 -0.567 2.616
C -1.820 -1.826 3.516
C -2.649 -3.006 3.009
C -2.552 -4.108 4.073
C -2.112 -3.588 1.699
H 2.563 -2.153 4.477
H 3.129 -1.426 2.867
H 2.625 0.211 5.308
H 2.032 1.033 2.455
H 1.877 1.961 3.911
H -0.015 -0.546 5.212
H -1.463 0.338 4.843
H 0.926 2.814 6.602
H 0.045 1.765 1.124
H -1.418 0.237 -0.254
H -2.802 1.162 0.389
H -1.909 2.089 -1.761
H -0.313 2.156 -1.081
H -0.347 4.446 1.035
H -0.369 -1.599 1.095
H 0.833 -1.559 2.336
H 1.012 0.422 -0.002
H 2.321 -0.368 0.935
H 1.755 -2.508 -0.133
H 0.408 -1.731 -0.908
H 2.515 -0.086 -1.731
H 1.644 -1.315 -2.675
H 3.960 -1.861 -2.923
H 3.185 -3.051 -1.854
H 5.505 -1.639 -1.311
H 4.279 -0.812 -0.320
H 5.046 -2.608 1.116
H 3.709 -3.402 0.336
H 6.431 -3.596 -0.954
H 4.978 -4.609 -1.112
H 5.930 -4.647 0.381
H -2.556 0.139 3.093
H -2.370 -0.852 1.694
H -2.255 -1.552 4.476
H -0.811 -2.171 3.736
H -3.687 -2.693 2.902
H -1.494 -4.237 4.305
H -2.891 -5.067 3.697
H -3.055 -3.835 4.996
H -1.026 -3.639 1.779
H -2.349 -2.935 0.861
H -2.475 -4.595 1.538
Cl 4.583 1.931 5.693
C 4.402 2.902 7.175
C 5.659 2.914 8.006
Cl 6.002 1.321 8.727
H 3.559 2.501 7.734
H 4.160 3.917 6.863
H 5.546 3.618 8.829
H 6.522 3.207 7.415
Cl -2.711 4.577 -4.280
C -1.007 4.379 -3.789
C -0.226 3.588 -4.804
Cl -0.751 1.884 -4.847
H -0.995 3.913 -2.813
H -0.585 5.377 -3.693
H 0.832 3.592 -4.549
H -0.344 4.005 -5.801
Cl -2.007 6.656 -7.616
C -3.782 6.531 -7.560
C -4.322 5.621 -8.630
Cl -4.122 6.308 -10.264
H -4.191 7.535 -7.647
H -4.040 6.135 -6.579
H -5.390 5.470 -8.480
H -3.831 4.651 -8.613
Cl 7.705 -7.174 -0.488
C 6.600 -8.518 -0.869
C 5.233 -8.033 -1.277
Cl 4.348 -7.292 0.080
H 6.547 -9.165 0.002
H 7.049 -9.076 -1.689
H 4.635 -8.874 -1.625
H 5.294 -7.299 -2.077
Cl -0.756 -7.073 0.923
C -2.007 -8.288 0.557
C -3.334 -7.656 0.227
Cl -4.078 -6.876 1.647
H -2.086 -8.955 1.411
H -1.653 -8.861 -0.299
H -4.029 -8.421 -0.115
H -3.235 -6.906 -0.553
Cl -7.264 4.208 4.969
C -5.559 3.909 5.404
C -4.799 3.218 4.304
Cl -5.343 1.533 4.064
H -5.547 3.327 6.322
H -5.107 4.879 5.602
H -3.743 3.173 4.557
H -4.901 3.739 3.357
Cl -5.568 6.512 -14.520
C -3.866 6.325 -14.026
C -3.068 5.525 -15.022
Cl -3.559 3.812 -15.060
H -3.852 5.862 -13.042
H -3.448 7.326 -13.942
H -2.015 5.547 -14.747
H -3.173 5.925 -16.027
*
```

***

Below is 8 unconnected molecules or ions with the total composition C39H72Br2Cl14I3N4O4 in a non-equilibrium geometry, with properties calculated with wB97M-V/def2-TZVPD.

Summary:
LUMO energy	-3.44	eV
HOMO level	-11.7	eV
calculated total energy	-14532.80389	hartree
orbital gap	8.250	eV

```
! RIJCOSX wB97M-V def2-TZVPD def2/J DEFGRID3
* xyz 1 1
C -2.164 8.580 -1.780
C -0.954 7.775 -2.240
O 0.141 8.000 -1.365
C 1.225 7.184 -1.593
O 2.296 7.636 -1.973
C 0.985 5.716 -1.299
C 2.230 5.030 -0.735
C 2.398 3.581 -1.191
C 1.363 2.634 -0.604
N 1.296 1.302 -1.202
C 0.087 1.114 -2.046
I -0.774 -0.854 -2.024
C 0.211 1.571 -3.524
C -0.213 3.039 -3.753
I 2.134 1.199 -4.398
C 1.587 0.422 -0.152
N 2.273 -0.672 -0.289
C 2.772 -1.067 -1.626
I 4.881 -0.743 -1.812
C 2.328 -2.509 -2.016
C 3.397 -3.557 -2.258
C 2.615 -1.598 0.798
Br 0.980 -2.419 1.481
C 3.577 -1.107 1.936
C 4.527 0.021 1.554
Br 2.759 -0.679 3.668
N 1.152 0.921 1.069
C -0.287 0.635 1.321
C -0.686 0.566 2.790
C -1.671 -0.595 3.030
C -3.108 -0.118 2.924
N -3.400 0.410 1.570
C -3.857 -0.569 0.673
C -4.709 -0.078 -0.467
O -3.552 -1.757 0.778
C 1.452 2.335 0.983
C 2.812 2.707 1.568
O 0.482 3.090 1.669
H -2.546 9.194 -2.586
H -1.921 9.203 -0.927
H -2.976 7.924 -1.483
H -1.242 6.723 -2.288
H -0.708 8.067 -3.259
H 0.617 5.246 -2.206
H 0.165 5.664 -0.582
H 2.224 5.132 0.346
H 3.092 5.580 -1.099
H 2.250 3.586 -2.269
H 3.416 3.234 -1.038
H 0.420 3.177 -0.692
H -0.679 1.736 -1.598
H -0.466 0.955 -4.097
H -0.666 3.468 -2.867
H 0.646 3.630 -4.049
H -0.892 3.068 -4.597
H 2.350 -0.389 -2.343
H 1.718 -2.412 -2.904
H 1.666 -2.871 -1.234
H 4.052 -3.716 -1.408
H 3.963 -3.366 -3.162
H 2.886 -4.504 -2.426
H 3.103 -2.445 0.344
H 4.181 -1.973 2.168
H 5.493 -0.393 1.289
H 4.199 0.616 0.715
H 4.701 0.661 2.408
H -0.929 1.332 0.792
H -0.492 -0.331 0.876
H -1.226 1.482 3.014
H 0.164 0.538 3.462
H -1.508 -1.398 2.322
H -1.542 -0.954 4.049
H -3.238 0.717 3.607
H -3.819 -0.882 3.222
H -4.151 1.086 1.646
H -4.131 -0.120 -1.385
H -5.067 0.939 -0.331
H -5.567 -0.728 -0.584
H 3.643 2.459 0.918
H 2.861 3.750 1.842
H 2.954 2.129 2.479
H 0.541 3.998 1.375
Cl -0.750 2.543 -8.088
C -1.341 0.868 -7.922
C -2.746 0.802 -7.389
Cl -2.838 1.339 -5.689
H -0.648 0.334 -7.274
H -1.309 0.417 -8.912
H -3.098 -0.226 -7.422
H -3.426 1.421 -7.968
Cl -6.286 0.712 3.697
C -7.583 -0.420 4.166
C -7.874 -1.417 3.075
Cl -8.612 -0.654 1.642
H -8.459 0.171 4.420
H -7.244 -0.938 5.061
H -8.579 -2.161 3.442
H -6.970 -1.925 2.751
Cl -2.353 -3.007 -6.033
C -2.568 -4.155 -7.382
C -2.245 -3.528 -8.712
Cl -3.434 -2.280 -9.166
H -3.592 -4.517 -7.351
H -1.896 -4.991 -7.199
H -2.265 -4.285 -9.493
H -1.262 -3.064 -8.702
Cl 6.038 -3.844 8.513
C 5.550 -2.650 7.284
C 4.410 -3.149 6.436
Cl 4.901 -4.500 5.379
H 6.422 -2.417 6.680
H 5.242 -1.751 7.816
H 4.056 -2.357 5.779
H 3.580 -3.490 7.049
Cl -6.557 -1.692 7.737
C -5.367 -0.484 8.289
C -5.984 0.874 8.499
Cl -6.487 1.633 6.965
H -4.567 -0.446 7.555
H -4.961 -0.850 9.231
H -5.252 1.538 8.956
H -6.854 0.820 9.147
Cl 3.930 -9.307 8.849
C 4.578 -8.620 7.338
C 3.532 -7.864 6.563
Cl 2.274 -8.939 5.896
H 4.993 -9.436 6.752
H 5.384 -7.943 7.615
H 3.996 -7.356 5.721
H 3.040 -7.122 7.186
Cl 1.736 -2.664 -5.777
C 2.695 -2.084 -7.166
C 4.166 -2.366 -7.010
Cl 4.902 -1.389 -5.713
H 2.505 -1.019 -7.277
H 2.317 -2.600 -8.047
H 4.683 -2.108 -7.932
H 4.353 -3.413 -6.788
*
```

***

Q: calculated total energy of number 3 (C39H72Br2Cl14I3N4O4)?
A: -14532.80389 hartree

***

Q: Which value of calculated total energy does entry 3 give?
A: -14532.80389 hartree

***

Q: Number 3 is which compound?
A: C39H72Br2Cl14I3N4O4

***

Q: Among the records above, which one has the lowest calculated total energy?
A: C39H72Br2Cl14I3N4O4